{
  "formula": "C4H9NO2",
  "method": "ωB97M-V/def2-TZVPD",
  "smiles": "CN(C=O)CCO",
  "gap_ev": 10.1,
  "e_homo_ev": -9.3785,
  "e_tot_ha": -362.974265,
  "total_charge": 0,
  "elements": ["C", "N", "C", "O", "C", "C", "O", "H", "H", "H", "H", "H", "H", "H", "H", "H"],
  "xyz": [[1.723, 0.457, 0.470], [0.276, -0.179, 0.539], [0.241, -1.192, 1.592], [1.184, -1.675, 2.185], [-0.604, -0.228, -0.687], [-0.825, 1.186, -1.253], [-1.875, 1.337, -2.218], [2.166, -0.136, -0.453], [1.594, 1.379, 0.024], [2.214, 0.371, 1.405], [-0.849, -1.385, 1.809], [-1.604, -0.754, -0.711], [0.001, -0.762, -1.521], [-1.221, 1.873, -0.444], [0.133, 1.437, -1.592], [-2.049, 0.591, -2.755]],
  "lowdin_charge": [0.0054, -0.1313, -0.3056, 0.0235, -0.1705, -0.2588, -0.0565, 0.1240, 0.0256, 0.0641, 0.1331, 0.1338, 0.1343, 0.1447, 0.0778, 0.0565]
}

{
  "formula": "C4H16NO2",
  "method": "ωB97M-V/def2-TZVPD",
  "gap_ev": 11.3,
  "e_homo_ev": -14.4803,
  "e_tot_ha": -366.989448,
  "total_charge": 1,
  "elements": ["C", "C", "C", "C", "N", "H", "H", "H", "H", "H", "H", "H", "H", "H", "H", "H", "H", "H", "H", "O", "H", "H", "O"],
  "xyz": [[0.579, -1.223, -0.341], [-0.766, -1.847, -0.597], [-0.642, -3.260, 0.095], [-1.931, -1.112, 0.025], [0.568, 0.312, -0.555], [0.927, -1.337, 0.674], [1.353, -1.581, -1.007], [-0.901, -2.124, -1.638], [-0.817, -3.133, 1.157], [-1.314, -3.990, -0.362], [0.357, -3.655, -0.075], [-2.227, -1.395, 1.028], [-2.884, -1.182, -0.501], [-1.826, -0.012, 0.021], [1.454, 0.612, -0.946], [-0.159, 0.552, -1.222], [0.355, 0.796, 0.312], [0.279, 3.029, -2.337], [1.719, 3.350, -1.868], [0.930, 2.841, -1.644], [1.325, 3.594, 3.397], [0.436, 2.341, 3.288], [0.907, 2.999, 2.769]],
  "lowdin_charge": [-0.1103, -0.3929, -0.0504, -0.0651, 0.1836, 0.1353, 0.1355, 0.1395, 0.0820, 0.0932, 0.0791, 0.0863, 0.0937, 0.0720, 0.1434, 0.1409, 0.1541, 0.0611, 0.0630, -0.0485, 0.0419, 0.0282, -0.0654]
}

{
  "formula": "C6H5N2O3S3",
  "method": "ωB97M-V/def2-TZVPD",
  "gap_ev": 7.4,
  "e_homo_ev": -4.2931,
  "e_tot_ha": -1761.413982,
  "total_charge": -1,
  "elements": ["C", "C", "C", "C", "C", "C", "N", "N", "O", "O", "O", "S", "S", "S", "H", "H", "H", "H", "H"],
  "xyz": [[-0.031, 0.764, -1.731], [-0.183, -0.449, 0.331], [-1.192, 1.454, -1.400], [-1.304, 0.378, 0.619], [0.381, -0.222, -0.872], [2.092, 1.573, 0.746], [-1.811, 1.317, -0.209], [2.465, -1.077, 1.908], [1.349, 1.539, 1.651], [1.704, -2.516, -0.516], [2.673, -1.244, -2.323], [2.654, 2.247, -0.590], [3.225, -0.388, 0.743], [2.056, -1.205, -0.991], [0.448, 1.082, -2.677], [0.018, -1.256, 1.039], [-1.620, 2.274, -2.088], [-1.716, 0.109, 1.604], [2.596, -2.048, 2.024]],
  "lowdin_charge": [-0.1180, -0.1140, -0.1676, -0.1324, -0.2979, -1.0908, 0.0476, -0.4630, 0.0024, -0.4214, -0.4236, 0.6122, 0.6647, 0.5057, 0.1172, 0.1075, 0.1218, 0.1075, -0.0580]
}

{
  "formula": "C3H4ClF",
  "method": "ωB97M-V/def2-TZVPD",
  "smiles": "C=C[C@@H](F)Cl",
  "gap_ev": 10.8,
  "e_homo_ev": -10.1988,
  "e_tot_ha": -676.645175,
  "total_charge": 0,
  "elements": ["C", "C", "C", "F", "Cl", "H", "H", "H", "H"],
  "xyz": [[2.066, -0.239, -0.529], [1.209, -0.813, 0.340], [0.004, 0.092, 0.548], [0.250, 1.357, 0.086], [-1.641, -0.287, -0.227], [2.824, -0.600, -0.864], [1.883, 0.964, -0.498], [1.307, -1.771, 0.767], [-0.042, -0.161, 1.524]],
  "lowdin_charge": [0.0770, -0.1125, -0.6792, -0.0811, 0.5541, -0.0517, 0.1459, 0.0916, 0.0559]
}

{
  "formula": "C28H29F2N3O",
  "method": "ωB97M-V/def2-TZVPD",
  "smiles": "Fc1ccccc1.Fc1ccccc1.c1ccncc1.c1ccncc1.c1ccncc1.CO",
  "gap_ev": 9.6,
  "e_homo_ev": -9.1144,
  "e_tot_ha": -1523.505497,
  "total_charge": 0,
  "elements": ["F", "C", "C", "C", "C", "C", "C", "H", "H", "H", "H", "H", "F", "C", "C", "C", "C", "C", "C", "H", "H", "H", "H", "H", "C", "C", "C", "N", "C", "C", "H", "H", "H", "H", "H", "C", "C", "C", "N", "C", "C", "H", "H", "H", "H", "H", "C", "C", "C", "N", "C", "C", "H", "H", "H", "H", "H", "C", "O", "H", "H", "H", "H"],
  "xyz": [[-0.354, -1.897, -2.310], [-0.354, -3.208, -2.000], [-0.721, -3.604, -0.683], [-0.520, -4.917, -0.319], [-0.017, -5.812, -1.250], [0.288, -5.418, -2.548], [0.128, -4.083, -2.898], [-1.023, -3.015, 0.170], [-0.746, -5.215, 0.695], [0.047, -6.834, -0.908], [0.540, -6.145, -3.305], [0.428, -3.689, -3.858], [3.897, 4.308, -5.388], [2.875, 3.720, -4.809], [3.044, 2.467, -4.175], [1.980, 1.733, -3.692], [0.724, 2.411, -3.586], [0.577, 3.638, -4.150], [1.581, 4.313, -4.771], [4.034, 2.037, -4.153], [2.074, 0.727, -3.312], [-0.097, 1.877, -3.133], [-0.397, 4.097, -4.231], [1.441, 5.303, -5.179], [-6.764, -1.274, -0.121], [-7.210, -2.530, 0.237], [-6.281, -3.531, 0.454], [-4.928, -3.340, 0.291], [-4.512, -2.166, -0.202], [-5.381, -1.060, -0.277], [-7.430, -0.432, -0.232], [-8.257, -2.720, 0.421], [-6.564, -4.519, 0.784], [-3.459, -1.940, -0.288], [-4.976, -0.090, -0.525], [4.063, 4.057, 0.436], [3.066, 4.350, 1.330], [2.133, 3.383, 1.698], [2.217, 2.113, 1.319], [3.220, 1.832, 0.450], [4.126, 2.726, -0.033], [4.781, 4.819, 0.173], [2.954, 5.374, 1.657], [1.367, 3.645, 2.413], [3.243, 0.807, 0.113], [4.929, 2.452, -0.702], [1.697, 0.471, 4.429], [2.165, -0.079, 5.632], [1.223, -0.249, 6.667], [-0.088, 0.076, 6.499], [-0.534, 0.580, 5.310], [0.375, 0.962, 4.314], [2.317, 0.769, 3.596], [3.198, -0.343, 5.806], [1.517, -0.590, 7.649], [-1.580, 0.844, 5.269], [-0.049, 1.355, 3.402], [-0.227, 0.165, 0.076], [0.536, -0.204, 1.125], [-0.895, -0.632, -0.249], [-0.832, 1.042, 0.306], [0.404, 0.478, -0.757], [1.008, 0.607, 1.323]],
  "lowdin_charge": [0.0452, -0.2771, -0.0027, -0.0887, -0.0967, -0.0721, -0.0386, 0.1056, 0.1091, 0.0986, 0.1034, 0.1203, 0.0881, -0.2779, -0.0317, -0.0667, -0.0879, -0.1299, -0.0181, 0.1074, 0.0998, 0.0955, 0.1083, 0.1124, -0.0827, -0.0927, -0.1320, 0.0515, -0.1491, -0.0629, 0.1000, 0.0993, 0.0969, 0.0829, 0.0935, -0.0559, -0.0721, -0.1263, 0.0514, -0.1313, -0.0583, 0.1079, 0.1039, 0.1076, 0.1134, 0.1047, -0.0710, -0.0672, -0.1438, 0.0334, -0.1346, -0.0730, 0.0780, 0.0923, 0.0930, 0.0944, 0.0842, -0.2221, -0.1197, 0.0551, 0.0802, 0.0654, 0.0002]
}

{
  "formula": "C25H58N10O2OsPS2",
  "method": "ωB97M-V/def2-TZVPD",
  "gap_ev": [7.5, 7.4],
  "e_homo_ev": [-12.5355, -12.6677],
  "e_tot_ha": -2913.336680,
  "total_charge": 2,
  "multiplicity": 2,
  "elements": ["Os", "C", "N", "C", "C", "N", "C", "C", "N", "C", "C", "N", "C", "N", "C", "C", "N", "C", "C", "C", "C", "N", "C", "N", "C", "C", "N", "C", "C", "N", "C", "C", "H", "H", "H", "H", "H", "H", "H", "H", "H", "H", "H", "H", "H", "H", "H", "H", "H", "H", "H", "H", "H", "H", "H", "H", "H", "H", "H", "H", "H", "H", "H", "H", "H", "H", "H", "H", "H", "H", "H", "H", "H", "H", "H", "H", "H", "H", "H", "H", "C", "C", "O", "P", "S", "S", "O", "C", "C", "H", "H", "H", "H", "H", "H", "H", "H", "H", "H"],
  "xyz": [[0.658, 0.044, -0.334], [2.445, -1.599, 3.711], [1.166, -0.929, 3.830], [0.664, -0.830, 5.194], [0.479, -0.418, 2.776], [1.091, 0.153, 1.729], [2.325, 0.910, 2.002], [3.504, 0.433, 1.168], [3.133, 0.075, -0.218], [3.653, -1.265, -0.547], [2.596, -2.306, -0.255], [1.400, -1.804, -0.899], [0.827, -2.531, -1.858], [0.248, -1.916, -2.910], [-0.893, -2.496, -3.618], [0.540, -0.536, -3.203], [0.833, -3.873, -1.822], [0.668, -4.599, -0.568], [1.010, -4.707, -3.006], [3.550, 1.037, -1.245], [3.032, 2.410, -0.916], [1.638, 2.323, -0.502], [1.080, 3.443, -0.169], [-0.272, 3.466, 0.067], [-1.115, 2.501, -2.201], [-0.904, 4.332, 1.067], [1.719, 4.654, -0.091], [2.921, 4.873, 0.698], [1.132, 5.856, -0.673], [-0.857, -0.432, 2.890], [-1.575, -1.567, 3.451], [-1.680, 0.687, 2.481], [2.415, -2.530, 4.280], [3.264, -0.990, 4.103], [2.644, -1.838, 2.675], [1.467, -0.462, 5.834], [0.338, -1.798, 5.581], [-0.166, -0.130, 5.239], [2.580, 0.848, 3.059], [2.129, 1.961, 1.791], [3.927, -0.456, 1.630], [4.298, 1.185, 1.168], [4.582, -1.448, -0.003], [3.886, -1.303, -1.612], [2.433, -2.429, 0.816], [2.894, -3.268, -0.664], [-1.235, -3.384, -3.098], [-0.641, -2.741, -4.651], [-1.717, -1.787, -3.604], [0.408, 0.191, -2.360], [-0.163, -0.186, -3.952], [1.557, -0.398, -3.574], [0.399, -3.907, 0.226], [1.572, -5.149, -0.301], [-0.147, -5.314, -0.686], [1.255, -4.095, -3.869], [0.113, -5.290, -3.219], [1.835, -5.397, -2.826], [3.140, 0.680, -2.192], [4.642, 1.069, -1.344], [3.154, 3.088, -1.765], [3.656, 2.809, -0.114], [-1.654, 3.432, -2.367], [-1.621, 1.695, -2.720], [-0.081, 2.593, -2.530], [-0.257, 5.173, 1.293], [-1.093, 3.788, 1.992], [-1.850, 4.706, 0.679], [3.101, 4.040, 1.376], [2.773, 5.762, 1.316], [3.806, 5.034, 0.079], [0.244, 5.604, -1.248], [1.857, 6.320, -1.344], [0.862, 6.591, 0.091], [-0.882, -2.348, 3.750], [-2.231, -1.980, 2.683], [-2.173, -1.267, 4.313], [-1.038, 1.544, 2.288], [-2.359, 0.935, 3.302], [-2.269, 0.463, 1.596], [-5.745, -0.258, 1.616], [-4.622, -0.944, 0.879], [-4.040, 0.008, -0.038], [-2.964, -0.365, -1.184], [-1.161, 2.120, -0.437], [-1.332, -1.288, -0.182], [-3.563, -1.766, -1.782], [-4.824, -1.709, -2.495], [-4.718, -0.996, -3.825], [-6.211, -0.953, 2.315], [-6.508, 0.089, 0.920], [-5.375, 0.601, 2.176], [-4.976, -1.813, 0.324], [-3.841, -1.282, 1.564], [-5.576, -1.237, -1.859], [-5.108, -2.751, -2.633], [-4.489, 0.063, -3.701], [-5.668, -1.071, -4.354], [-3.952, -1.453, -4.453]],
  "lowdin_charge": [1.0565, -0.0295, -0.1407, -0.0255, -0.3860, -0.0671, -0.1811, -0.1408, -0.2215, -0.1532, -0.1811, -0.1535, -0.4576, -0.1333, -0.0250, -0.0359, -0.1360, -0.0257, -0.0204, -0.1741, -0.1953, -0.0175, -0.4629, -0.3905, -0.3203, -0.0572, -0.1556, -0.0394, -0.0339, -0.1571, -0.0359, -0.0738, 0.1076, 0.1026, 0.0599, 0.1030, 0.0983, 0.0999, 0.1197, 0.0894, 0.1049, 0.1367, 0.1363, 0.1303, 0.0983, 0.1265, 0.0979, 0.1064, 0.0632, 0.0035, 0.1103, 0.1044, 0.0786, 0.0980, 0.1054, 0.0963, 0.1000, 0.1028, 0.1067, 0.1436, 0.1442, 0.0843, 0.0580, 0.0018, 0.0409, 0.0810, 0.0786, 0.0986, 0.0841, 0.1028, 0.1007, 0.0958, 0.1021, 0.0926, 0.0946, 0.0642, 0.1049, 0.0584, 0.1097, 0.0080, -0.0568, -0.2921, -0.4089, 0.5588, 0.8661, 0.3745, -0.4394, -0.2838, -0.0812, 0.0874, 0.0851, 0.0777, 0.1123, 0.0758, 0.1086, 0.1250, 0.0661, 0.0890, 0.0709]
}